{
  "formula": "C39H46IN5OOsPS",
  "method": "ωB97M-V/def2-TZVPD",
  "symbols": ["Os", "C", "C", "N", "C", "C", "C", "C", "C", "C", "C", "N", "C", "C", "C", "C", "C", "C", "C", "C", "N", "C", "H", "H", "H", "H", "H", "H", "H", "H", "H", "H", "H", "H", "I", "C", "C", "N", "N", "C", "H", "H", "H", "O", "S", "C", "C", "C", "C", "H", "H", "H", "H", "H", "H", "H", "H", "C", "C", "C", "C", "P", "C", "C", "C", "C", "C", "C", "C", "C", "C", "C", "H", "H", "H", "H", "H", "H", "H", "H", "H", "H", "H", "H", "H", "H", "H", "H", "H", "H", "H", "H", "H", "H", "H"],
  "positions_angstrom": [[1.01725, -0.29949, 0.06450], [2.63645, 2.93634, 2.62289], [2.27897, 2.19333, 1.49453], [1.74267, 0.98819, 1.56388], [1.58000, 0.40832, 2.79063], [1.87258, 1.10234, 3.97301], [2.41191, 2.40242, 3.86249], [1.61792, 0.47210, 5.21590], [1.12438, -0.80160, 5.24562], [0.88325, -1.51519, 4.05847], [1.11244, -0.94067, 2.82412], [0.89811, -1.49315, 1.53863], [0.68431, -2.86500, 1.23574], [0.64713, -3.94677, 2.09275], [0.35711, -5.23768, 1.61408], [0.17166, -5.47524, 0.28183], [0.30835, -4.41518, -0.64739], [0.27846, -4.60238, -2.04668], [0.49861, -3.53694, -2.87635], [0.70291, -2.27281, -2.31490], [0.68830, -2.06313, -1.00966], [0.53559, -3.12027, -0.16184], [3.06269, 3.92174, 2.50071], [2.42337, 2.60305, 0.50250], [2.66178, 2.95574, 4.75940], [1.80690, 1.01472, 6.13356], [0.90675, -1.27943, 6.19064], [0.46694, -2.49852, 4.16349], [0.86302, -3.86203, 3.14051], [0.30227, -6.05208, 2.32311], [-0.03998, -6.47400, -0.07800], [0.12013, -5.59578, -2.44812], [0.51027, -3.65270, -3.95067], [0.86724, -1.40070, -2.93462], [6.65024, -2.68688, 1.00870], [5.10417, -1.56765, 0.25144], [5.18398, -0.49213, -0.60596], [3.92741, -0.06710, -0.82833], [3.02762, -0.82230, -0.17759], [3.73843, -1.73509, 0.49161], [6.03678, -0.01723, -1.06385], [3.61556, 0.65607, -1.45133], [3.26447, -2.48249, 1.10269], [1.29175, 0.82598, -1.69222], [1.23663, 2.29871, -2.20520], [0.35761, 2.16887, -3.78669], [1.26938, 2.78917, -4.84263], [2.68849, 2.35123, -4.49051], [2.83691, 2.64310, -3.00010], [-0.60940, 2.65795, -3.68853], [0.20749, 1.09786, -3.93534], [1.19167, 3.87757, -4.81917], [0.96756, 2.46294, -5.83646], [3.43316, 2.90048, -5.06392], [2.82606, 1.28737, -4.69202], [3.01367, 3.70475, -2.81402], [3.60755, 2.07283, -2.48638], [-4.19325, -0.01986, 1.60761], [-2.68767, -0.30056, 1.62069], [-2.10089, 0.13279, 2.96558], [-2.52140, -1.80344, 1.39018], [-1.71700, 0.53628, 0.23627], [-2.65849, 0.09734, -1.26097], [-2.15234, -0.82696, -2.16438], [-2.87122, -1.20596, -3.29039], [-4.12199, -0.65862, -3.52556], [-4.64531, 0.26760, -2.63232], [-3.92185, 0.64533, -1.51299], [-1.84822, 2.43516, 0.34567], [-0.59749, 2.93241, 1.06371], [-3.07038, 2.99136, 1.08076], [-1.84295, 2.99034, -1.08181], [-4.63804, -0.60982, 2.41332], [-4.66342, -0.34171, 0.68098], [-4.44296, 1.01666, 1.79974], [-2.46807, -0.53133, 3.75226], [-2.40535, 1.14412, 3.23117], [-1.01492, 0.09462, 2.97237], [-2.98924, -2.34380, 2.21679], [-1.47979, -2.09829, 1.34205], [-3.01147, -2.11872, 0.46764], [-1.18606, -1.25077, -1.97648], [-2.45961, -1.93084, -3.98197], [-4.69274, -0.95372, -4.39591], [-5.62504, 0.69301, -2.80458], [-4.35551, 1.36617, -0.83538], [-0.47550, 2.47931, 2.05129], [-0.66234, 4.01521, 1.19570], [0.28168, 2.71666, 0.46287], [-3.07984, 2.72901, 2.13615], [-4.01336, 2.68966, 0.63361], [-3.02361, 4.08150, 1.01933], [-1.13492, 2.45477, -1.71123], [-1.55951, 4.04578, -1.05316], [-2.81683, 2.91777, -1.55760]],
  "lowdin_charge": [1.397, 0.007, -0.116, -0.058, -0.168, -0.122, 0.058, 0.044, -0.005, 0.035, -0.198, -0.061, -0.218, 0.041, -0.004, 0.044, -0.116, 0.058, 0.006, -0.104, -0.063, -0.161, 0.132, 0.108, 0.144, 0.142, 0.133, 0.107, 0.105, 0.133, 0.142, 0.144, 0.131, 0.117, 1.001, -0.752, -0.086, 0.029, -0.125, -0.146, 0.142, 0.099, 0.114, -0.715, 1.040, -0.273, -0.195, -0.196, -0.282, 0.097, 0.107, 0.131, 0.137, 0.135, 0.126, 0.114, 0.075, -0.059, -0.658, -0.064, -0.076, 1.169, -0.361, -0.107, -0.055, -0.041, -0.033, -0.097, -0.645, -0.111, -0.063, -0.091, 0.109, 0.082, 0.068, 0.107, 0.079, 0.042, 0.107, 0.035, 0.094, 0.038, 0.111, 0.122, 0.125, 0.095, 0.081, 0.111, 0.012, 0.076, 0.072, 0.108, 0.003, 0.111, 0.088],
  "homo_energy_ev": [-15.82, -15.82],
  "total_charge": 3,
  "homo_lumo_gap_ev": [5.41, 5.46]
}

---

{
  "formula": "C59H143N8O5",
  "method": "ωB97M-V/def2-TZVPD",
  "symbols": ["C", "C", "C", "O", "H", "H", "H", "H", "H", "H", "H", "C", "C", "C", "N", "C", "C", "C", "C", "C", "C", "H", "H", "H", "H", "H", "H", "H", "H", "H", "H", "H", "H", "H", "H", "H", "H", "H", "H", "H", "H", "C", "C", "C", "N", "C", "C", "C", "C", "C", "C", "H", "H", "H", "H", "H", "H", "H", "H", "H", "H", "H", "H", "H", "H", "H", "H", "H", "H", "H", "H", "C", "C", "C", "N", "C", "C", "C", "C", "C", "C", "H", "H", "H", "H", "H", "H", "H", "H", "H", "H", "H", "H", "H", "H", "H", "H", "H", "H", "H", "H", "C", "C", "C", "N", "C", "C", "C", "C", "C", "C", "H", "H", "H", "H", "H", "H", "H", "H", "H", "H", "H", "H", "H", "H", "H", "H", "H", "H", "H", "H", "C", "N", "C", "C", "C", "C", "O", "H", "H", "H", "H", "H", "H", "H", "H", "H", "H", "H", "H", "H", "H", "C", "N", "C", "C", "C", "C", "O", "H", "H", "H", "H", "H", "H", "H", "H", "H", "H", "H", "H", "H", "H", "C", "N", "C", "C", "C", "C", "O", "H", "H", "H", "H", "H", "H", "H", "H", "H", "H", "H", "H", "H", "H", "C", "N", "C", "C", "C", "C", "O", "H", "H", "H", "H", "H", "H", "H", "H", "H", "H", "H", "H", "H", "H"],
  "positions_angstrom": [[-0.06505, 0.20058, -1.57138], [0.55402, 0.58694, -0.17422], [2.07948, 0.35319, -0.15228], [0.06128, 1.83415, 0.24438], [-0.07832, -0.88748, -1.63509], [0.36954, 0.70610, -2.43375], [-1.14147, 0.37142, -1.58640], [0.05740, -0.20883, 0.38095], [2.39516, 0.79120, 0.79461], [2.61347, 0.90860, -0.92330], [2.37665, -0.69380, -0.09227], [-2.20230, -8.35081, 0.08835], [-3.13504, -7.19605, -0.21956], [-3.01940, -6.11637, 0.84092], [-3.99857, -4.86638, 0.77450], [-3.79736, -4.00778, 2.05350], [-2.34539, -3.50983, 2.08068], [-1.94093, -2.71003, 0.83013], [-2.22582, -3.48340, -0.44024], [-3.63147, -4.11616, -0.55655], [-5.48725, -5.26287, 0.60634], [-1.24998, -7.89487, 0.35913], [-1.81902, -8.85562, -0.79842], [-2.45248, -9.11064, 0.82874], [-4.11187, -7.65259, -0.05996], [-3.00185, -6.82220, -1.23474], [-2.01964, -5.70558, 0.70009], [-3.06510, -6.41423, 1.88844], [-3.97702, -4.82640, 2.75040], [-4.59365, -3.27223, 2.16742], [-1.62798, -4.29657, 2.31407], [-2.41722, -2.80201, 2.90647], [-0.87772, -2.47039, 0.84646], [-2.51590, -1.78634, 0.76445], [-1.56033, -4.30083, -0.71782], [-2.16443, -2.77711, -1.26818], [-3.95684, -4.88317, -1.25936], [-4.39135, -3.35297, -0.72451], [-6.08393, -4.35230, 0.55234], [-5.83052, -5.66058, 1.56137], [-5.60465, -6.02329, -0.16573], [1.65891, -2.81770, 8.05099], [1.25627, -2.25773, 6.61707], [2.43399, -2.32892, 5.57119], [2.01488, -1.69919, 4.16990], [3.18177, -2.05219, 3.20871], [4.54617, -1.29005, 3.61185], [4.17802, 0.23249, 3.69758], [2.92996, 0.50233, 4.59055], [1.69446, -0.16882, 4.10633], [0.74384, -2.41926, 3.65041], [0.79660, -2.73089, 8.71203], [2.58950, -2.55510, 8.55412], [1.90513, -3.86771, 7.89300], [0.94396, -1.23217, 6.81405], [0.32541, -2.71099, 6.27628], [2.68278, -3.37944, 5.42084], [3.41389, -1.88340, 5.74265], [3.33919, -3.12096, 3.35373], [2.88379, -1.96645, 2.16374], [5.02164, -1.72937, 4.48879], [5.18244, -1.62929, 2.79444], [4.94764, 0.83754, 4.17684], [4.02618, 0.73421, 2.74190], [3.15992, 0.17736, 5.60525], [2.82760, 1.58622, 4.53760], [0.95665, 0.11375, 4.85725], [1.47051, 0.20094, 3.10572], [-0.15678, -2.28840, 4.25029], [1.05369, -3.46427, 3.64371], [0.44995, -2.06497, 2.66237], [3.87714, 3.89587, 1.87687], [2.75034, 4.88241, 1.60446], [1.71306, 4.80972, 2.74713], [0.73854, 6.04273, 2.73386], [-0.10464, 6.00118, 4.10568], [-1.35863, 6.82460, 3.97468], [-2.02525, 6.62140, 2.57236], [-1.17243, 7.03090, 1.30579], [0.08446, 6.15653, 1.32031], [1.52309, 7.36844, 2.82224], [4.45898, 4.10977, 2.77343], [4.50895, 3.80141, 0.99370], [3.56568, 2.85173, 1.90637], [2.30413, 4.67674, 0.63148], [3.18614, 5.86700, 1.77405], [2.08698, 4.68749, 3.76367], [1.12520, 3.89563, 2.66373], [-0.35531, 4.95115, 4.25635], [0.45631, 6.20342, 5.01811], [-1.92362, 6.55745, 4.86772], [-1.07705, 7.86809, 4.11590], [-2.44110, 5.61710, 2.49144], [-2.96355, 7.15279, 2.41321], [-1.75189, 6.87719, 0.39546], [-1.07556, 8.11658, 1.30066], [-0.19464, 5.15513, 0.99259], [0.93101, 6.47903, 0.71413], [0.88238, 8.21364, 3.07373], [2.11629, 7.58188, 1.93305], [2.23355, 7.18774, 3.62889], [-8.02484, -3.45249, -7.77043], [-7.54651, -3.03892, -6.31020], [-6.06730, -2.96893, -6.11920], [-5.60475, -2.03106, -4.93059], [-4.25307, -2.52220, -4.39142], [-3.47536, -1.45457, -3.47074], [-3.44852, 0.04868, -4.03353], [-4.83170, 0.48915, -4.46068], [-5.39620, -0.53458, -5.52268], [-6.49997, -2.14711, -3.62781], [-7.65213, -4.42042, -8.10554], [-7.71154, -2.79820, -8.58397], [-9.09917, -3.62687, -7.82970], [-7.87483, -3.79069, -5.59246], [-7.96034, -2.05892, -6.07262], [-5.65293, -2.53795, -7.03061], [-5.45192, -3.86762, -6.07724], [-3.70734, -2.68201, -5.32133], [-4.22971, -3.52497, -3.96479], [-2.44802, -1.75820, -3.26952], [-3.93942, -1.43619, -2.48463], [-2.71212, 0.18995, -4.82465], [-3.07498, 0.76968, -3.30639], [-4.63164, 1.42146, -4.98875], [-5.38987, 0.67554, -3.54318], [-4.87459, -0.62911, -6.47509], [-6.43036, -0.27914, -5.75367], [-6.64882, -3.22036, -3.50921], [-7.48750, -1.75810, -3.87591], [-6.01625, -1.68203, -2.76884], [7.19622, 3.53045, -1.43309], [6.25319, 2.90993, -2.50952], [5.66368, 4.15201, -3.18170], [7.16400, 2.12517, -3.53737], [5.14254, 2.07993, -1.83252], [5.60603, 0.67403, -1.21841], [6.89958, 0.77914, -0.60126], [8.03918, 2.91385, -1.12115], [6.68974, 3.83464, -0.51709], [7.88037, 4.24971, -1.88331], [4.96672, 3.65251, -3.85464], [6.44067, 4.75091, -3.65678], [5.05504, 4.61665, -2.40597], [6.44356, 1.69738, -4.23456], [7.77193, 1.36976, -3.03949], [7.79021, 2.88257, -4.00886], [4.37849, 1.89789, -2.58829], [4.65222, 2.78464, -1.16091], [5.47221, -0.09057, -1.98364], [4.92109, 0.37209, -0.42607], [7.11560, -0.03317, -0.13750], [1.71723, 3.33173, -3.15004], [0.60042, 4.40443, -3.40341], [-0.16880, 3.97697, -4.69967], [-0.44379, 4.24401, -2.24371], [1.17752, 5.86260, -3.60543], [1.90177, 6.55703, -2.43413], [2.96168, 5.85797, -1.90340], [2.35170, 3.31293, -4.03615], [1.41331, 2.28651, -3.09291], [2.28435, 3.47001, -2.22952], [-0.89798, 3.18853, -4.51323], [0.58494, 3.59460, -5.38798], [-0.75626, 4.81908, -5.06551], [-0.64914, 3.18202, -2.37825], [-1.34720, 4.82692, -2.42304], [-0.02423, 4.49163, -1.26864], [0.38414, 6.53504, -3.93172], [1.93094, 5.77210, -4.38790], [1.15929, 6.59960, -1.63725], [2.36638, 7.49443, -2.73993], [3.28179, 6.34827, -1.14265], [-4.39848, 0.91411, 4.94587], [-3.29707, 1.03539, 3.85210], [-1.96549, 1.30980, 4.52868], [-3.27929, -0.29505, 3.02589], [-3.80605, 2.20301, 2.94816], [-2.99751, 2.45460, 1.61733], [-1.75171, 2.90875, 1.94232], [-4.44629, 1.85037, 5.50195], [-4.32490, 0.12460, 5.69378], [-5.39140, 0.95572, 4.49812], [-1.80165, 0.57288, 5.31494], [-1.96976, 2.21646, 5.13370], [-1.21633, 1.30179, 3.73699], [-2.57996, -0.14563, 2.20326], [-4.31209, -0.40325, 2.69465], [-2.99578, -0.95173, 3.84838], [-3.93973, 2.99482, 3.68523], [-4.80503, 2.06558, 2.53435], [-3.34111, 3.31051, 1.03641], [-2.86833, 1.60688, 0.94444], [-1.07183, 2.74153, 1.28550], [3.30044, -4.11622, -0.49849], [3.97905, -5.10843, -1.40664], [4.91585, -4.43185, -2.45085], [4.80323, -6.02956, -0.54468], [2.97895, -6.11163, -2.12221], [1.70135, -5.48475, -2.57019], [1.99109, -4.41934, -3.51783], [2.69352, -4.70390, 0.19028], [2.66890, -3.43810, -1.07243], [3.95816, -3.54614, 0.15764], [4.44825, -3.98849, -3.32998], [5.66878, -5.17267, -2.71990], [5.38697, -3.62803, -1.88515], [4.12058, -6.40204, 0.21910], [5.54969, -5.36382, -0.11144], [5.29454, -6.85296, -1.06306], [2.75811, -6.96147, -1.47637], [3.66269, -6.60686, -2.81166], [0.93560, -5.31195, -1.81397], [1.23063, -6.30001, -3.11961], [2.61095, -4.76752, -4.16293]],
  "lowdin_charge": [-0.072, -0.601, -0.062, -0.308, 0.053, 0.043, 0.050, 0.074, 0.044, 0.050, 0.054, -0.074, -0.225, -0.102, -0.227, -0.066, -0.161, -0.171, -0.159, -0.082, 0.047, 0.065, 0.092, 0.106, 0.118, 0.118, 0.099, 0.146, 0.134, 0.138, 0.120, 0.078, 0.095, 0.103, 0.107, 0.088, 0.119, 0.116, 0.109, 0.117, 0.110, -0.054, -0.190, -0.057, -0.204, -0.095, -0.093, -0.152, -0.176, -0.102, 0.003, 0.088, 0.089, 0.075, 0.093, 0.093, 0.135, 0.114, 0.118, 0.105, 0.118, 0.106, 0.123, 0.081, 0.125, 0.121, 0.118, 0.130, 0.086, 0.110, 0.075, -0.078, -0.216, -0.105, -0.175, -0.085, -0.140, -0.142, -0.123, -0.116, 0.026, 0.101, 0.052, 0.048, 0.098, 0.105, 0.133, 0.117, 0.112, 0.144, 0.132, 0.120, 0.090, 0.120, 0.115, 0.126, 0.108, 0.092, 0.117, 0.098, 0.118, -0.047, -0.210, -0.127, -0.200, -0.112, -0.129, -0.200, -0.152, -0.010, 0.049, 0.080, 0.082, 0.089, 0.113, 0.108, 0.126, 0.135, 0.126, 0.120, 0.088, 0.073, 0.112, 0.091, 0.125, 0.120, 0.137, 0.128, 0.104, 0.104, 0.081, 0.008, -0.307, 0.025, 0.077, -0.076, -0.181, -0.055, 0.101, 0.103, 0.116, 0.093, 0.127, 0.082, 0.107, 0.107, 0.116, 0.108, 0.102, 0.114, 0.090, 0.104, 0.004, -0.253, 0.038, 0.037, -0.035, -0.228, -0.081, 0.096, 0.073, 0.081, 0.094, 0.108, 0.115, 0.076, 0.112, 0.078, 0.146, 0.140, 0.103, 0.155, 0.101, 0.019, -0.303, 0.010, 0.034, -0.050, -0.237, -0.121, 0.112, 0.120, 0.112, 0.101, 0.116, 0.088, 0.083, 0.115, 0.096, 0.136, 0.135, 0.131, 0.112, 0.012, -0.013, -0.317, 0.056, 0.006, -0.078, -0.208, -0.059, 0.103, 0.099, 0.095, 0.100, 0.118, 0.098, 0.112, 0.115, 0.131, 0.140, 0.151, 0.118, 0.136, 0.091],
  "homo_energy_ev": -20.17,
  "total_charge": 7,
  "homo_lumo_gap_ev": 7.55
}

---

{
  "formula": "C3H12N2P",
  "method": "ωB97M-V/def2-TZVPD",
  "symbols": ["C", "C", "C", "N", "N", "P", "H", "H", "H", "H", "H", "H", "H", "H", "H", "H", "H", "H"],
  "positions_angstrom": [[-2.34573, 0.49397, -0.36537], [1.09124, 0.40921, 1.72596], [1.10374, 0.69389, -1.41825], [1.03295, -1.60439, 0.00834], [-1.49717, -0.40469, 0.38996], [0.53805, -0.08788, 0.10613], [-2.20381, 0.46187, -1.40854], [-3.34062, 0.09844, -0.27510], [-2.14678, 1.44309, 0.01894], [1.15688, 1.54495, 1.89395], [2.10638, -0.02618, 2.03496], [0.28144, 0.04193, 2.35677], [2.16093, 1.14144, -1.28139], [0.52598, 1.54213, -1.72417], [0.93262, -0.08512, -2.16398], [1.00624, -2.20532, 0.75893], [1.04832, -2.08537, -0.87943], [-1.45067, -1.37195, 0.22227]],
  "nbo_charge": [-0.425, -1.031, -0.989, -1.176, -0.757, 1.782, 0.178, 0.232, 0.204, 0.296, 0.297, 0.296, 0.306, 0.286, 0.274, 0.427, 0.431, 0.369],
  "homo_energy_ev": -13.52,
  "total_charge": 1,
  "homo_lumo_gap_ev": 10.00
}

---

{
  "formula": "HN3O3S",
  "method": "ωB97M-V/def2-TZVPD",
  "symbols": ["N", "N", "N", "O", "O", "O", "S", "H"],
  "positions_angstrom": [[4.76543, -0.51859, 0.36404], [3.64823, -0.33560, 0.07044], [2.50012, -0.24514, -0.12348], [-1.62793, 1.19504, -0.10135], [-3.42368, -0.11311, 0.94955], [-2.78106, -0.66031, -1.40995], [-2.28904, -0.39201, 0.02377], [-0.79207, 1.06970, 0.22698]],
  "nbo_charge": [-0.618, 0.159, -0.538, -0.946, -1.063, -1.058, 1.603, 0.461],
  "homo_energy_ev": -0.25,
  "total_charge": -2,
  "homo_lumo_gap_ev": 6.72
}

---

In eV, the E_tot values for the records above are, in order, -81357.0357; -85575.4105; -15567.3217; -21462.4755.